Entry from the OMol25 dataset: C23H24CoN5OSbSe5 as an isolated structure (ωB97M-V/def2-TZVPD).

The geometry in XYZ format:
```
60
Properties=species:S:1:pos:R:3:forces:R:3
Co -1.030269 0.475136 -0.450573 7.3 -3.4 -1.8
O 2.771879 0.526148 -1.019385 0.0 0.0 -0.3
C 1.533640 0.648505 -0.980542 0.8 0.3 0.9
N 0.780940 0.774612 0.112364 0.6 -0.5 -0.4
C 1.488016 0.698903 1.389025 0.2 0.2 0.0
C 0.830826 0.049975 2.605078 -0.3 -0.1 -0.4
C 1.629902 -0.471573 3.622344 0.2 0.0 0.0
C 1.030572 -1.023901 4.740603 0.2 0.0 -0.1
C -0.353107 -1.059356 4.826713 -0.1 -0.1 0.2
C -1.077336 -0.524530 3.781819 0.2 0.2 -0.5
N -0.488445 0.010602 2.714173 -0.4 0.3 -0.2
C 0.774144 0.751480 -2.281662 0.0 0.0 -0.7
C 1.435750 1.228702 -3.404685 0.2 -0.1 0.0
C 0.733017 1.415679 -4.578447 -0.2 -0.1 0.0
C -0.627057 1.130042 -4.594389 0.1 0.0 -0.1
C -1.215858 0.634824 -3.451321 -0.2 -0.4 0.4
N -0.526935 0.417465 -2.326576 1.1 0.7 -0.6
H 1.724228 1.726612 1.708444 0.0 -0.1 -0.1
H 2.443035 0.186237 1.223076 0.0 0.1 0.0
H 2.707710 -0.447953 3.511857 0.0 0.0 0.1
H 1.643468 -1.437380 5.532609 0.0 0.0 0.0
H -0.862521 -1.483900 5.680805 0.0 0.0 0.0
H -2.163533 -0.514389 3.751891 0.1 -0.1 0.1
H 2.492205 1.440009 -3.317982 0.0 0.0 0.0
H 1.228406 1.780267 -5.469426 0.0 0.1 0.0
H -1.234839 1.282265 -5.475049 0.0 0.0 0.0
H -2.270621 0.381731 -3.411579 0.0 0.1 0.0
Se -1.676173 2.036762 0.828024 -1.5 3.2 3.7
N -1.380875 2.592277 -0.864619 -0.3 -0.5 0.3
C -0.413221 3.553251 -0.745242 0.3 -0.2 0.0
C 0.126826 4.232567 -1.841534 -0.1 0.1 0.3
C 1.069096 5.216376 -1.615902 0.0 0.1 -0.3
C 1.509012 5.494649 -0.315564 0.1 0.1 0.1
C 1.024656 4.806798 0.773862 -0.1 0.0 0.0
C 0.023939 3.829264 0.591870 0.8 0.3 -0.6
N -0.554003 3.129943 1.571685 0.8 0.6 0.6
H -0.219725 3.988344 -2.839372 0.0 0.0 0.0
H 1.464151 5.784703 -2.450884 0.1 0.0 0.0
H 2.253250 6.269268 -0.162484 0.0 0.0 0.0
H 1.382458 5.007357 1.777525 0.0 0.0 0.0
C -2.083337 -2.643830 -1.893218 0.1 0.3 0.0
C -0.855203 -2.613136 -0.980874 -0.4 -0.2 0.1
C 0.419877 -2.813668 -1.826735 0.2 0.1 0.1
C -0.978551 -3.772119 0.026563 0.1 0.0 0.1
C -0.652971 -1.366033 -0.176456 0.0 1.6 -0.1
H -1.968657 -3.403393 -2.669154 0.0 -0.1 0.0
H -2.230669 -1.683679 -2.386826 0.0 -0.1 0.0
H -2.990718 -2.872984 -1.330393 0.1 0.0 0.0
H 0.411469 -3.814342 -2.265979 -0.1 0.0 0.0
H 1.326627 -2.716050 -1.223448 0.0 0.0 0.0
H 0.474279 -2.084933 -2.637556 0.0 0.0 0.0
H -1.094224 -4.712081 -0.516444 0.0 0.0 0.0
H -1.857690 -3.639034 0.658453 0.0 0.0 0.0
H -0.092692 -3.844906 0.663114 0.0 0.0 0.0
H 0.195314 -1.531834 0.505456 -0.1 -0.1 0.0
Se -5.525249 -1.474221 -3.155848 0.3 -0.5 -0.5
Sb -5.065231 -0.713247 -0.860075 -2.1 -0.3 -0.3
Se -5.615770 -2.868739 0.152370 0.4 -0.5 -0.2
Se -7.015101 0.670692 -0.429264 0.3 0.4 0.2
Se -2.982011 0.298565 -0.324736 -8.8 -1.5 -0.2
```
Positions in Å, forces in eV/Å.

Its multiplicity is 2. The net charge is -2. Its HOMO energy (alpha / beta) is -0.0518 / -0.0495 hartree. The energy above the lowest of the compared OMol25 structures with the same formula, charge and spin comes out at 127.7 kcal/mol. The frontier orbital gap (alpha / beta) is 5.7 / 4.8 eV.

Entry from the OMol25 dataset: C3H2O4 as an isolated structure (ωB97M-V/def2-TZVPD).

The geometry in XYZ format:
```
9
Properties=species:S:1:pos:R:3:forces:R:3
C 1.168143 0.864233 0.982915 1.6 0.2 2.3
C -1.133762 -0.331913 1.521427 -0.4 0.7 1.8
C 0.218502 0.351523 0.167531 -1.6 3.7 -0.9
O 1.903304 1.170434 1.849954 -1.9 -0.5 -2.5
O -1.119523 -1.425530 1.047396 -1.3 0.3 1.2
O -1.411017 0.561312 2.274395 0.3 -1.9 -1.5
O 0.456822 -0.697594 -0.603520 1.8 -0.4 -1.7
H -0.612350 1.112142 -0.226374 2.0 -1.2 1.0
H -0.151508 -1.370129 -0.306219 -0.4 -0.9 0.2
```
Positions in Å, forces in eV/Å.

Its multiplicity is 1. Its HOMO energy is -0.3586 hartree. The energy above the lowest of the compared OMol25 structures with the same formula, charge and spin comes out at 44.2 kcal/mol. The frontier orbital gap is 9.4 eV.

Entry from the OMol25 dataset: C23H16CuN3O6S as an isolated structure (ωB97M-V/def2-TZVPD).

The geometry in XYZ format:
```
50
Properties=species:S:1:pos:R:3:forces:R:3
Cu -0.021659 -0.132363 0.380929 0.0 0.3 -0.6
O 1.476223 4.513346 -0.305590 0.0 0.0 0.0
C -0.851444 2.213839 2.046912 0.2 0.1 0.4
O -0.384045 1.203440 2.428544 0.1 -0.1 0.4
C -1.412654 2.434813 0.705540 -0.2 0.2 -0.5
C -2.039880 3.623785 0.391905 0.1 -0.1 0.2
C -2.615424 3.744689 -0.864780 0.0 0.0 -0.1
C -2.523802 2.677477 -1.732822 0.1 0.0 0.0
C -1.869530 1.507102 -1.343224 0.0 -0.2 0.1
N -1.315894 1.393644 -0.137389 0.0 -0.1 0.0
C -1.850626 0.289344 -2.305268 0.2 0.1 0.0
O -2.122676 0.570752 -3.485404 -0.1 0.0 0.0
O -1.571146 -0.797350 -1.769972 0.0 -0.1 0.0
H -2.068411 4.406575 1.137006 0.0 0.0 -0.1
H -3.121502 4.656779 -1.155113 0.0 0.0 0.0
H -2.921698 2.681274 -2.738090 -0.1 0.1 0.0
C -0.376530 3.392746 -4.649738 0.0 0.0 0.0
C 0.413169 3.000580 -3.432802 0.0 0.0 0.1
C 0.658817 3.917835 -2.425500 -0.1 0.0 0.1
C 1.328029 3.562023 -1.253668 0.1 0.0 -0.1
C 1.805864 2.255522 -1.130219 -0.1 -0.2 0.0
C 1.573784 1.337834 -2.151301 0.0 0.0 0.0
C 0.874792 1.691521 -3.284934 0.1 0.1 -0.1
S 2.698404 1.692756 0.294715 0.3 0.0 0.0
O 2.333079 2.638418 1.348457 -0.1 0.0 0.0
O 4.100103 1.660056 -0.064241 0.0 0.2 0.0
N 2.109351 0.268222 0.595404 -0.3 0.1 0.1
C 2.836462 -0.894328 0.503028 0.2 -0.1 0.1
C 4.187304 -1.050985 0.770433 -0.1 0.0 -0.1
C 4.813792 -2.301852 0.633231 0.1 0.0 0.0
C 4.129273 -3.418325 0.246082 0.0 -0.1 0.0
C 2.744942 -3.319079 -0.011714 -0.1 0.1 0.0
C 1.950141 -4.409519 -0.430510 0.0 0.0 0.0
C 0.623581 -4.226394 -0.684337 -0.1 -0.1 0.0
C 0.056253 -2.951970 -0.496848 0.0 0.1 -0.1
N 0.760865 -1.923557 -0.084614 -0.1 -0.4 0.1
C 2.097537 -2.071919 0.134680 0.0 0.1 0.1
H -1.092916 4.180666 -4.410536 0.0 0.0 0.0
H -0.933061 2.536998 -5.031176 0.0 0.0 0.0
H 0.280077 3.767774 -5.439919 0.0 0.0 0.0
H 0.287867 4.934673 -2.500569 0.0 0.0 0.0
H 1.859504 4.072778 0.484298 0.0 0.0 0.0
H 1.919005 0.319057 -2.021604 0.0 0.0 0.0
H 0.642406 0.949806 -4.037115 0.0 0.0 0.0
H 4.762341 -0.187873 1.065514 0.0 0.0 0.0
H 5.874967 -2.371756 0.842577 0.0 0.0 0.0
H 4.623541 -4.375794 0.132391 0.0 0.0 0.0
H 2.414335 -5.381322 -0.557544 0.0 0.0 0.0
H -0.003062 -5.038466 -1.028160 0.0 0.0 0.0
H -0.980746 -2.752470 -0.731745 0.0 0.0 0.1
```
Positions in Å, forces in eV/Å.

Its multiplicity is 2. The net charge is -1. Its HOMO energy (alpha / beta) is -0.1799 / -0.1804 hartree. The frontier orbital gap (alpha / beta) is 7.1 / 7.1 eV.

no.,E (eV)
1,-404630.96278
2,-11331.21025
3,-96343.32781